# 1
Molecular formula: C27H33ClCoN4O2
Method: DFT, ωB97M-V/def2-TZVPD

Element x y z (Å)
Co -0.09216 1.16884 -0.10825
N 0.10954 3.56704 0.08215
C 0.79484 4.31474 1.12425
C 2.13274 3.64244 1.46595
N 1.93444 2.23384 1.74835
C 1.44344 1.98574 3.09235
C 0.36094 0.90684 3.07305
N -0.61626 1.25574 2.05575
C 3.06304 1.37994 1.44135
C 3.35704 1.28324 -0.06505
N 2.12224 1.15754 -0.83675
H -0.85006 3.88174 -0.01515
H 0.56774 3.70274 -0.81175
H 0.98874 5.36394 0.84255
H 0.15654 4.32954 2.01155
H 2.79974 3.74304 0.61085
H 2.60124 4.17784 2.31015
H 2.26044 1.69224 3.76945
H 1.00674 2.90494 3.48725
H 0.78924 -0.05806 2.79495
H -0.08526 0.82524 4.07765
H -1.43116 0.65514 2.12085
H -0.93036 2.21294 2.17835
H 3.98014 1.70544 1.96975
H 2.80154 0.37854 1.78765
H 3.93094 2.15874 -0.38865
H 3.99654 0.40604 -0.21135
H 2.03714 1.90114 -1.51765
H 2.09154 0.28084 -1.34915
Cl -6.10476 1.17714 -4.45035
C -4.89026 1.20484 -3.20775
C -5.28286 1.11604 -1.86545
C -4.34166 1.17674 -0.87895
C -2.95426 1.36394 -1.15275
O -2.14276 1.51564 -0.19095
C -2.58046 1.39014 -2.54215
C -1.21176 1.46904 -2.90475
O -0.24146 1.65174 -2.14755
C -3.56826 1.30804 -3.54295
H -6.32966 1.00134 -1.62735
H -4.63306 1.11294 0.15685
H -0.99596 1.34164 -3.98195
H -3.26026 1.35374 -4.57855
C -1.25466 -5.79496 1.44255
C -1.46706 -4.85826 2.44065
C -1.38056 -3.51026 2.15275
C -1.05796 -3.06136 0.86945
C -0.82976 -4.01596 -0.11935
C -0.93236 -5.36626 0.16525
C -0.98376 -1.60796 0.65045
C -0.10186 -0.94066 -0.09905
C 0.92254 -1.63076 -0.86245
C 0.89564 -1.65956 -2.26565
C 1.87464 -2.32256 -2.97725
C 2.91764 -2.96096 -2.32015
C 2.96864 -2.92706 -0.93435
C 1.99204 -2.26846 -0.21625
H -1.35426 -6.84926 1.65675
H -1.70796 -5.18116 3.44475
H -1.55466 -2.78576 2.93745
H -0.59406 -3.69906 -1.12345
H -0.76436 -6.09386 -0.61705
H -1.73236 -1.07116 1.22155
H 0.07644 -1.18316 -2.78395
H 1.82644 -2.34906 -4.05785
H 3.66674 -3.49796 -2.88375
H 3.76314 -3.44256 -0.41125
H 2.02814 -2.26256 0.86435

Forces on the atoms, in the same order (eV/Å):
0.182 -0.507 0.643
-0.286 -0.564 -0.415
0.479 0.068 0.226
-0.341 -0.002 0.062
0.504 0.256 0.302
-0.186 -0.296 -0.053
0.243 0.151 0.268
-0.083 -0.195 -0.249
0.068 0.023 -0.309
0.058 0.023 0.459
-0.294 -0.025 -0.027
0.005 -0.101 -0.153
-0.127 0.060 -0.098
-0.098 -0.221 0.125
0.007 0.032 -0.030
0.062 0.006 -0.083
0.035 0.006 -0.120
-0.089 0.077 0.048
-0.008 0.047 0.054
-0.027 -0.058 0.092
0.174 -0.070 -0.163
0.004 0.147 -0.149
-0.145 -0.071 -0.013
-0.062 -0.157 -0.021
0.060 -0.029 0.064
-0.076 -0.120 -0.032
-0.027 0.155 -0.058
-0.023 -0.127 -0.089
0.045 0.148 -0.016
-0.141 -0.037 -0.126
0.421 0.015 -0.504
0.283 0.028 0.225
-0.346 0.015 -0.035
0.000 0.103 -0.139
0.090 -0.070 0.317
0.030 -0.159 0.700
0.360 0.098 -0.050
-0.070 -0.204 -0.708
-0.252 -0.018 0.053
-0.083 -0.010 0.031
-0.021 -0.007 0.169
-0.031 0.149 0.024
-0.059 -0.026 -0.112
0.008 -0.077 0.014
-0.064 -0.105 0.102
0.037 0.011 -0.110
-0.047 -0.240 0.239
-0.073 0.051 -0.026
0.011 -0.118 -0.020
0.200 0.081 -0.148
-0.763 1.981 0.146
0.535 -0.412 -0.322
-0.106 0.058 0.420
0.226 -0.113 -0.174
-0.028 -0.055 -0.046
0.183 -0.150 -0.138
-0.265 0.242 -0.044
0.046 -0.078 0.014
-0.032 -0.015 0.037
-0.033 0.095 0.041
0.016 0.026 -0.078
-0.003 -0.018 -0.063
-0.083 0.199 0.019
-0.087 0.092 -0.028
-0.013 -0.009 -0.051
0.078 0.004 -0.026
0.065 0.008 0.023
-0.042 0.007 0.111

Values from the calculation:
F_max: 0.041 Eh/bohr
Kohn-Sham gap (spin up / spin down): 0.2865 / 0.2829 Eh
LUMO level (spin up / spin down): 0.36 / 0.34 eV
2S+1: 2
Energy above the lowest of the compared OMol25 structures with the same formula, charge and spin: 55.0 kJ/mol


# 2
Molecular formula: C5H14NO2
Method: DFT, ωB97M-V/def2-TZVPD

Element x y z (Å)
C -0.20819 -0.10582 -2.00592
C 0.66247 2.37070 -0.12516
C -2.14127 -0.66334 1.11608
C 1.39077 -1.85027 0.94095
C -0.59066 0.24669 -0.62435
N -0.23895 1.30447 0.11080
O -1.60682 -0.51476 -0.25754
O 1.34723 -0.74211 0.04971
H -0.99990 -0.75120 -2.40162
H -0.16034 0.80555 -2.69522
H 0.85257 -0.54954 -2.17745
H 0.83129 3.04375 0.76399
H 1.72966 1.99279 -0.35959
H 0.37669 3.11433 -0.94218
H -3.23499 -0.89730 0.99702
H -1.85262 0.12444 1.69354
H -1.86948 -1.80405 1.49605
H 0.86100 -1.63249 1.81403
H 2.40851 -2.03469 1.10141
H 1.19037 -2.73086 0.39285
H 2.09557 -0.17991 0.21020
H -0.84291 1.45362 0.90240

Forces on the atoms, in the same order (eV/Å):
1.902 1.091 -2.495
3.221 2.091 -1.186
-1.132 -5.807 -2.048
1.313 0.555 -1.554
-0.773 0.643 0.546
-2.120 -0.980 -0.106
0.569 -0.067 0.924
-0.175 -0.554 -0.202
0.476 -0.006 0.104
-0.323 -0.852 1.124
-2.108 0.517 0.799
-0.614 -1.154 -0.570
-1.750 0.466 0.130
0.091 -1.339 0.769
0.933 1.365 0.004
0.394 1.716 1.983
0.290 3.262 -0.735
-0.949 -0.202 1.367
1.650 -0.110 1.206
-1.447 -0.919 -0.405
0.503 0.299 0.206
0.050 -0.015 0.136

Values from the calculation:
F_max: 0.122 Eh/bohr
Net charge: +1
Kohn-Sham gap: 0.4151 Eh
LUMO level: -3.15 eV
2S+1: 1
Energy above the lowest of the compared OMol25 structures with the same formula, charge and spin: 343.4 kJ/mol


# 3
Molecular formula: C4H6O
Method: DFT, ωB97M-V/def2-TZVPD

Element x y z (Å)
C 0.00220 0.33267 1.16157
C 0.12304 -0.98819 0.40164
O -0.98530 -1.81026 0.18368
C 0.29229 0.29829 -0.28160
C 0.41146 1.05798 -1.35440
H 0.79486 0.60870 1.85511
H -0.99737 0.65280 1.45105
H 0.37281 2.13869 -1.23636
H 1.00229 -1.58924 0.62666
H -1.56616 -1.36975 -0.44798
H 0.54988 0.66832 -2.35937

Forces on the atoms, in the same order (eV/Å):
-0.035 0.113 0.168
0.321 0.030 0.005
-0.164 0.122 -0.154
-0.061 0.169 -0.099
-0.007 -0.084 0.095
-0.132 -0.130 -0.067
0.128 -0.084 -0.005
0.031 -0.133 -0.101
-0.099 0.145 -0.087
0.045 -0.092 0.073
-0.027 -0.055 0.173

Values from the calculation:
F_max: 0.006 Eh/bohr
Kohn-Sham gap: 0.3928 Eh
LUMO level: 0.95 eV
2S+1: 1
Energy above the lowest of the compared OMol25 structures with the same formula, charge and spin: 147.5 kJ/mol


# 4
Molecular formula: C2H6N3O
Method: DFT, ωB97M-V/def2-TZVPD

Element x y z (Å)
C -0.08728 -0.35532 -0.73463
C 0.52265 1.16613 0.45453
N -0.69187 -0.98164 0.08520
N 0.42018 -0.29037 -1.90867
N -1.04745 -0.98456 1.35953
O -0.05220 1.07538 1.46378
H 1.48790 0.77133 0.18855
H 0.17961 2.01856 -0.16169
H 0.70414 0.59454 -2.24486
H 0.99263 -1.01894 -2.17595
H -2.04894 -0.77874 1.50739
H -0.37936 -1.21636 2.16682

Forces on the atoms, in the same order (eV/Å):
-0.892 -0.944 0.815
1.022 3.200 -3.390
-0.973 -0.097 2.325
-0.589 0.803 -0.085
0.543 -0.363 -0.761
-1.429 -0.728 5.153
1.119 -0.564 0.384
0.143 -0.218 -0.973
0.151 1.105 -0.442
1.233 -2.128 -1.079
0.892 -0.569 0.072
-1.221 0.504 -2.019

Values from the calculation:
F_max: 0.105 Eh/bohr
Net charge: +1
Kohn-Sham gap: 0.3253 Eh
LUMO level: -5.53 eV
2S+1: 1
Energy above the lowest of the compared OMol25 structures with the same formula, charge and spin: 541.9 kJ/mol